63
Properties=species:S:1:pos:R:3:lowdin_charge:R:1 method="wB97M-V/def2-TZVPD" homo_energy_ev="-10.3 / -10.3" lumo_energy_ev="-4.95 / -4.88" gap_ev="5.39 / 5.46" charge=+1 e_tot_ev=-87913.2046
Ru -1.37120 0.26589 0.64243 1.369
Cl -1.28309 -6.52442 0.94978 0.734
C -1.11404 -4.85402 1.30016 -0.654
C -1.68146 -3.94714 0.45203 -0.023
C -1.52541 -2.57487 0.72975 -0.179
N -2.02774 -1.52352 0.03894 -0.012
C -3.01293 -1.60170 -0.92781 -0.393
O -3.37670 -2.57167 -1.54258 0.133
C -3.73505 -0.26555 -1.04426 -0.166
C -4.82488 -0.12646 -1.87244 0.032
C -5.50377 1.08586 -1.87842 -0.012
C -5.06815 2.10888 -1.05263 -0.030
C -3.95425 1.89537 -0.25566 -0.120
N -3.29875 0.73663 -0.26002 -0.022
C -0.84093 -2.16238 1.91180 -0.195
C -0.25022 -3.12044 2.76575 -0.022
C -0.38041 -4.43897 2.45740 -0.659
Cl 0.35240 -5.61304 3.47677 0.720
N -0.83319 -0.80788 2.08273 -0.045
C -0.26987 -0.13497 3.23014 -0.362
O 0.00906 -0.67471 4.25570 0.172
C -0.10601 1.34152 3.00116 -0.194
C 0.56798 2.11145 3.91926 0.039
C 0.72862 3.46240 3.65040 -0.007
C 0.19295 3.98355 2.48676 -0.015
C -0.48991 3.14218 1.62353 -0.095
N -0.63207 1.84248 1.87332 -0.011
H -2.22146 -4.27534 -0.42081 0.109
H -5.12595 -0.96957 -2.47861 0.133
H -6.36742 1.22564 -2.51479 0.124
H -5.57801 3.06111 -1.01609 0.119
H -3.56796 2.66440 0.40111 0.117
H 0.29913 -2.81575 3.63963 0.113
H 0.96590 1.63851 4.80591 0.138
H 1.26884 4.09699 4.33937 0.125
H 0.30086 5.02919 2.23611 0.119
H -0.92459 3.50800 0.70243 0.107
N 5.72891 -2.09074 -3.41108 0.126
C 4.85957 -1.60200 -2.47992 -0.306
C 5.01683 -0.30594 -1.97046 -0.017
C 4.13903 0.18850 -1.03104 -0.059
C 3.09446 -0.60992 -0.57847 -0.330
C 2.91779 -1.89854 -1.08164 -0.050
C 3.78840 -2.38787 -2.02695 -0.018
S 2.02441 -0.01823 0.63840 0.652
O 1.83055 -1.05490 1.61689 -0.275
O 2.45322 1.27854 1.08389 -0.282
N 0.52599 0.11671 -0.14681 -0.149
C 0.41770 1.16253 -1.03222 -0.480
N 1.45086 1.78498 -1.59333 0.169
C 1.14865 2.81820 -2.35947 -0.073
C -0.16222 3.25567 -2.57168 -0.030
C -1.15305 2.52916 -1.96183 -0.108
N -0.87218 1.46507 -1.20018 0.031
H 6.54792 -1.57244 -3.66697 0.102
H 5.67367 -3.04586 -3.71048 0.102
H 5.83698 0.30861 -2.32099 0.115
H 4.25621 1.18726 -0.63500 0.114
H 2.10559 -2.51756 -0.72147 0.117
H 3.65557 -3.38810 -2.42045 0.116
H 1.98461 3.32951 -2.82425 0.125
H -0.38772 4.10590 -3.19659 0.110
H -2.20207 2.76379 -2.10615 0.112

---

146
Properties=species:S:1:pos:R:3:lowdin_charge:R:1 method="wB97M-V/def2-TZVPD" homo_energy_ev=-5.6 lumo_energy_ev=1.87 gap_ev=7.51 charge=-1 e_tot_ev=-114365.5612
C -0.07652 0.02327 1.91681 -0.052
C -0.23203 -0.55532 0.43148 -0.553
C 0.57350 0.25158 -0.55853 -0.073
O -0.11442 -1.95597 0.32692 -0.341
H 0.90155 -0.21393 2.33541 0.073
H -0.86574 -0.44536 2.50470 0.033
H -0.16623 1.09777 2.07653 0.046
H -1.28329 -0.33013 0.25194 0.088
H 1.65546 0.33864 -0.45908 0.073
H 0.25494 1.28203 -0.40108 0.049
H 0.29565 0.06155 -1.59525 0.061
C 3.70847 2.18438 2.17855 -0.185
C 4.11091 3.00340 3.46104 -0.235
C 5.23356 3.89464 3.08822 -0.239
S 4.82315 4.52816 1.41382 0.723
O 6.10546 4.72201 0.72497 -0.358
O 3.90711 5.66672 1.60330 -0.353
C 3.85487 3.02863 0.88940 -0.190
H 2.69087 1.80550 2.27355 0.087
H 4.45769 1.39274 2.17106 0.111
H 4.38343 2.40212 4.32838 0.123
H 3.25942 3.63228 3.72100 0.083
H 6.07841 3.21252 2.99313 0.108
H 5.38352 4.79677 3.68133 0.111
H 4.31707 2.54161 0.03075 0.100
H 2.85353 3.34557 0.59788 0.082
C 0.03146 2.70029 -4.40003 -0.224
C 1.46847 2.71130 -3.91081 -0.227
C 1.87319 4.09928 -3.30725 -0.157
S 0.95971 5.28319 -4.44839 0.687
O 1.73315 5.46855 -5.66260 -0.349
O 0.27806 6.34978 -3.77431 -0.345
C -0.35020 4.06131 -4.97094 -0.195
H -0.59866 2.47201 -3.54040 0.097
H -0.00976 1.89419 -5.13254 0.105
H 2.13513 2.37856 -4.70639 0.105
H 1.50274 1.87834 -3.20860 0.094
H 2.92044 4.40147 -3.31434 0.099
H 1.32138 4.22746 -2.37603 0.082
H -0.32433 4.02160 -6.05991 0.096
H -1.26970 4.51043 -4.59556 0.076
C -1.66788 4.94177 2.27390 -0.184
C -2.33508 4.05709 3.33187 -0.236
C -1.52320 4.23007 4.56859 -0.216
S 0.25827 4.01151 4.04433 0.731
O 0.74823 2.61057 4.02305 -0.358
O 1.01692 5.07187 4.71797 -0.351
C -0.14973 4.56375 2.32742 -0.183
H -1.86806 5.98608 2.51358 0.115
H -2.09742 4.79096 1.28352 0.090
H -2.29090 3.03210 2.96371 0.113
H -3.37803 4.32788 3.49627 0.122
H -1.71316 3.64767 5.47016 0.105
H -1.52030 5.26839 4.90020 0.100
H 0.11563 3.67659 1.75241 0.083
H 0.57729 5.37575 2.31249 0.094
N -0.67912 0.09130 5.18582 -0.003
C 0.27607 0.17413 6.11257 -0.155
C -0.36811 0.08445 7.33741 -0.115
C -1.75572 -0.02953 7.08730 -0.110
C -1.91252 0.06996 5.71248 -0.139
H -0.48984 0.09761 4.19374 0.082
H 1.33396 0.13508 5.89864 0.114
H 0.10174 0.05894 8.30951 0.084
H -2.51961 -0.13803 7.84302 0.083
H -2.74790 0.01103 5.03051 0.099
N -4.16128 3.91216 -2.22520 0.002
C -3.13627 4.80782 -2.18053 -0.138
C -2.04964 4.20716 -1.52404 -0.131
C -2.45235 2.90130 -1.13573 -0.096
C -3.80041 2.71665 -1.61854 -0.091
H -5.03934 4.06252 -2.70112 0.148
H -3.20588 5.81508 -2.56389 0.110
H -1.15569 4.68664 -1.15339 0.088
H -1.94111 2.17619 -0.51990 0.067
H -4.45519 1.85789 -1.63216 0.074
N -1.33273 -4.62533 -0.37768 0.034
C -1.07613 -5.80491 0.24045 -0.157
C -1.92537 -6.83861 -0.24374 -0.113
C -2.55848 -6.29516 -1.37558 -0.115
C -2.24637 -4.94603 -1.38349 -0.143
H -0.92547 -3.71946 -0.19430 0.081
H -0.45168 -5.73257 1.11864 0.095
H -1.99648 -7.78605 0.26977 0.080
H -3.15996 -6.88817 -2.04860 0.086
H -2.47679 -4.07177 -1.97422 0.087
N -2.87876 -2.43093 1.86667 0.014
C -3.65844 -3.60196 1.77699 -0.096
C -4.89987 -3.24572 2.31475 -0.127
C -4.91285 -1.88568 2.63976 -0.095
C -3.61164 -1.41700 2.31193 -0.177
H -1.91838 -2.47950 1.55782 0.105
H -3.37023 -4.53108 1.30787 0.094
H -5.75885 -3.89398 2.40599 0.089
H -5.75792 -1.33070 3.01957 0.085
H -3.17295 -0.43031 2.33143 0.098
N 1.48269 -3.48638 2.60883 0.016
C 2.30061 -4.53438 2.31537 -0.137
C 2.83823 -4.91557 3.53753 -0.124
C 2.33639 -4.08108 4.47364 -0.170
C 1.46709 -3.21867 3.93138 -0.138
H 0.93804 -2.96979 1.93312 0.094
H 2.38131 -4.79856 1.27130 0.110
H 3.60843 -5.64599 3.73676 0.092
H 2.52957 -4.12056 5.53550 0.096
H 0.93695 -2.36634 4.33000 0.099
N 2.82703 -1.79602 -4.92327 0.034
C 1.86622 -0.80463 -5.14305 -0.099
C 2.17052 -0.32838 -6.41524 -0.134
C 3.29318 -0.97102 -6.93682 -0.137
C 3.64112 -1.89893 -6.04621 -0.150
H 2.95986 -2.39573 -4.12151 0.099
H 1.11491 -0.59886 -4.39499 0.094
H 1.56698 0.48607 -6.78784 0.082
H 3.71764 -0.85741 -7.92340 0.094
H 4.36250 -2.70260 -6.03434 0.107
N 2.72360 -2.49884 -0.28042 0.067
C 3.81055 -2.65730 0.52295 -0.165
C 4.89178 -3.17305 -0.23307 -0.150
C 4.59805 -3.24946 -1.58559 -0.079
C 3.20489 -2.88120 -1.52185 -0.147
H 1.77573 -2.27659 -0.01161 0.079
H 3.85155 -2.50837 1.59184 0.101
H 5.85513 -3.44309 0.17366 0.083
H 5.13801 -3.74600 -2.37824 0.086
H 2.46899 -3.06139 -2.29151 0.049
N -4.20378 -1.78004 -0.94648 0.054
C -4.90664 -2.53314 -1.83338 -0.153
C -5.01490 -1.86968 -2.98483 -0.153
C -4.42341 -0.65345 -2.83565 -0.133
C -3.95273 -0.56575 -1.49461 -0.133
H -3.87882 -2.09270 -0.04274 0.094
H -5.22962 -3.51861 -1.53179 0.116
H -5.34003 -2.33303 -3.90462 0.103
H -4.29402 0.08811 -3.61008 0.091
H -3.37958 0.13801 -0.90926 0.081
N -0.20496 -2.76501 -2.61091 0.031
C -1.23367 -2.16378 -3.35443 -0.138
C -1.25686 -2.79135 -4.54302 -0.125
C -0.36545 -3.87416 -4.47654 -0.127
C 0.27976 -3.85251 -3.29670 -0.172
H 0.03377 -2.35154 -1.72090 0.080
H -1.78652 -1.28969 -3.04343 0.095
H -1.89937 -2.53841 -5.37343 0.095
H -0.17817 -4.65227 -5.20172 0.094
H 0.87101 -4.60526 -2.79652 0.116

---

99
Properties=species:S:1:pos:R:3:lowdin_charge:R:1 method="wB97M-V/def2-TZVPD" homo_energy_ev=-15.4 lumo_energy_ev=-9.88 gap_ev=5.51 charge=+3 e_tot_ev=-79678.3477
Ir 0.49907 -0.20019 0.15240 0.904
N 1.05403 2.14111 -2.35102 0.231
C -0.17112 2.99506 -2.62712 -0.243
C -0.63844 3.66987 -1.34534 -0.073
C -1.26569 2.73659 -0.29965 -0.292
N -0.25249 1.93619 0.47640 -0.015
C -2.31145 1.82710 -0.92568 -0.090
C -1.86659 1.12679 -2.20503 -0.316
N -0.95218 0.00435 -1.84639 0.000
C -1.25287 2.10237 -3.21678 -0.076
H 1.77121 2.66141 -1.84324 0.149
H 1.46547 1.80415 -3.22373 0.178
H 0.76649 1.32262 -1.79545 0.060
H 0.14313 3.74676 -3.34941 0.168
H -1.41098 4.38746 -1.62587 0.153
H 0.17611 4.26034 -0.90989 0.137
H -1.77575 3.39010 0.40931 0.162
H -0.71041 1.70136 1.35625 0.043
H 0.50425 2.55431 0.76453 0.076
H -3.19154 2.43035 -1.15809 0.150
H -2.62961 1.07737 -0.19737 0.113
H -2.75987 0.71801 -2.67998 0.161
H -0.63112 -0.47933 -2.68574 0.094
H -1.52447 -0.69613 -1.37388 0.082
H -2.05832 2.73979 -3.58420 0.152
H -0.86470 1.57000 -4.09152 0.138
C 3.36380 -5.86665 -3.22853 -0.036
C 3.68885 -5.58258 -1.90395 -0.043
C 2.97396 -4.62719 -1.20388 -0.097
C 1.88544 -3.99443 -1.80877 -0.380
C 1.54924 -4.29576 -3.12619 -0.091
C 2.29897 -5.22408 -3.83883 -0.050
P 0.88411 -2.74546 -0.95093 1.083
C 2.26036 -1.61636 -0.42112 -0.503
C 2.59748 -0.65180 -1.40087 -0.192
C 3.80695 0.02116 -1.35512 -0.060
C 4.70788 -0.25824 -0.32905 -0.021
C 4.39846 -1.20105 0.64425 -0.030
C 3.18873 -1.87423 0.60376 -0.114
C 0.19912 -3.50741 0.52892 -0.338
C 0.29880 -4.85614 0.74944 -0.042
C -0.50381 -5.49704 1.71957 -0.027
C -1.45796 -4.78839 2.38012 0.009
C -1.60540 -3.39039 2.17661 -0.151
C -2.62487 -2.67975 2.85372 0.008
C -2.75969 -1.33799 2.68695 -0.045
C -1.85137 -0.65015 1.85255 -0.161
C -0.86163 -1.29975 1.16246 -0.291
C -0.73472 -2.72029 1.27450 -0.229
H 3.94446 -6.59368 -3.78058 0.123
H 4.49966 -6.11044 -1.41898 0.120
H 3.25696 -4.39669 -0.18322 0.104
H 0.68868 -3.82833 -3.59020 0.099
H 2.04159 -5.45152 -4.86486 0.120
H 1.97388 -0.60817 -2.29292 0.092
H 4.08279 0.72286 -2.13439 0.122
H 5.66704 0.24430 -0.30513 0.134
H 5.11921 -1.43773 1.41707 0.135
H 2.96900 -2.64167 1.33291 0.103
H 0.98962 -5.45107 0.16821 0.107
H -0.38803 -6.55904 1.89186 0.127
H -2.13797 -5.28595 3.06098 0.134
H -3.30491 -3.22457 3.49631 0.135
H -3.54872 -0.79404 3.19005 0.126
H -1.97645 0.42094 1.76532 0.063
F 3.87676 -4.68162 5.53402 0.121
C 3.38515 -3.60128 4.94249 -0.259
C 2.22765 -3.71745 4.19377 0.033
C 1.74913 -2.59795 3.53397 -0.120
C 2.41865 -1.37786 3.62518 -0.352
C 3.55370 -1.27984 4.43010 -0.093
C 4.04456 -2.39504 5.09202 0.033
Sb 1.66945 0.27060 2.53804 1.650
C 0.71808 1.33661 4.08344 -0.351
C 1.54558 1.95187 5.02240 -0.096
C 0.99219 2.57616 6.12626 0.036
C -0.38517 2.58765 6.26588 -0.259
F -0.91442 3.18358 7.32376 0.125
C -1.22767 1.99556 5.34318 0.029
C -0.66583 1.35579 4.24888 -0.113
C 3.28520 1.55190 2.04065 -0.349
C 4.43628 1.73992 2.80890 -0.087
C 5.44233 2.59915 2.39197 0.046
C 5.28921 3.28087 1.19857 -0.264
F 6.25761 4.07957 0.77551 0.126
C 4.15729 3.13566 0.41653 0.005
C 3.17100 2.26243 0.84551 -0.183
H 1.72514 -4.67367 4.13123 0.131
H 0.84645 -2.68561 2.95204 0.075
H 4.07077 -0.34403 4.57139 0.080
H 4.92744 -2.33908 5.71470 0.139
H 2.62253 1.95352 4.90611 0.095
H 1.60989 3.04777 6.87871 0.140
H -2.29767 2.03245 5.49796 0.135
H -1.31204 0.85428 3.54842 0.054
H 4.58290 1.21956 3.74164 0.084
H 6.33866 2.74565 2.98057 0.143
H 4.08382 3.69816 -0.50642 0.127
H 2.30206 2.10236 0.21709 0.029